Entry 1:
Formula: C28H32Cl2N4PdSe
Source: the Open Molecules 2025 dataset
Level of theory: ωB97M-V/def2-TZVPD

Geometry as ORCA input:
```
! RIJCOSX wB97M-V def2-TZVPD def2/J DEFGRID3
* xyz 0 1
Pd 0.47 -0.85 0.71
C 3.87 1.33 -0.58
C 3.16 1.70 0.73
C 4.19 2.14 1.77
C 2.08 2.73 0.46
C 2.33 4.07 0.73
C 1.43 5.05 0.35
C 0.25 4.70 -0.28
C -0.07 3.36 -0.53
C -1.43 3.08 -1.15
C -1.46 3.44 -2.64
C -2.53 3.85 -0.42
C 0.87 2.37 -0.18
N 0.63 1.01 -0.50
C 0.34 0.67 -1.72
C 0.00 -0.64 -2.10
C -0.36 -1.16 -3.35
C -0.64 -2.51 -3.15
C -0.44 -2.77 -1.78
N -0.04 -1.65 -1.17
C -0.59 -4.09 -1.06
C 0.76 -4.53 -0.49
C -1.10 -5.16 -2.02
C -1.61 -3.95 0.08
H 4.70 0.66 -0.38
H 4.25 2.24 -1.06
H 3.20 0.84 -1.28
H 2.67 0.81 1.12
H 4.83 2.94 1.39
H 4.83 1.29 2.01
H 3.72 2.48 2.69
H 3.25 4.35 1.20
H 1.65 6.09 0.54
H -0.45 5.47 -0.56
H -1.64 2.02 -1.04
H -1.30 4.51 -2.77
H -2.43 3.19 -3.07
H -0.69 2.93 -3.21
H -2.44 4.93 -0.58
H -2.50 3.67 0.65
H -3.51 3.56 -0.80
H 0.39 1.43 -2.50
H -0.42 -0.60 -4.27
H -0.94 -3.22 -3.89
H 1.50 -4.62 -1.29
H 0.67 -5.50 0.00
H 1.15 -3.81 0.23
H -0.39 -5.33 -2.84
H -2.06 -4.88 -2.46
H -1.23 -6.11 -1.49
H -1.31 -3.16 0.77
H -1.68 -4.88 0.65
H -2.60 -3.70 -0.31
Se 5.10 -2.16 1.52
C 3.44 -1.83 0.98
N 2.34 -1.62 0.64
Cl 0.24 -2.06 2.96
C -1.40 -1.59 3.12
C -2.15 -2.06 4.17
C -3.47 -1.66 4.26
C -4.05 -0.82 3.32
C -3.30 -0.35 2.27
Cl -4.04 0.63 1.09
C -1.92 -0.71 2.12
N -1.25 -0.27 1.04
H -1.71 -2.73 4.90
H -4.08 -2.03 5.08
H -5.09 -0.54 3.40
*
```

E_LUMO (spin up / spin down) ... -0.1182 / -0.1182 Eh
Energy above the lowest of the compared OMol25 structures with the same formula, charge and spin ... 92.29 kcal per mole
Orbital gap (spin up / spin down) ... 4.2704 / 4.2721 eV

Here is what natural (NBO) gives for the atomic charges, in e: 1.0861 -0.5991 -0.2550 -0.6075 -0.0113 -0.2151 -0.2162 -0.1661 -0.0558 -0.2601 -0.5904 -0.5929 0.1896 -0.5219 0.1467 0.0214 -0.2335 -0.3261 0.1949 -0.5181 -0.1009 -0.5957 -0.5963 -0.5825 0.2281 0.2011 0.2100 0.2126 0.1971 0.2340 0.2062 0.2167 0.2114 0.1986 0.2236 0.2052 0.2107 0.2000 0.1993 0.2141 0.2074 0.2016 0.2205 0.2221 0.2195 0.2023 0.2192 0.2147 0.2097 0.2090 0.1833 0.2066 0.2113 -0.2263 0.1720 -0.6984 0.1559 0.1000 -0.2914 -0.1036 -0.2604 0.0457 0.0989 -0.0775 -0.3258 0.2437 0.2329 0.2441


Entry 2:
Formula: C31H70O23
Source: the Open Molecules 2025 dataset
Level of theory: ωB97M-V/def2-TZVPD

Geometry as ORCA input:
```
! RIJCOSX wB97M-V def2-TZVPD def2/J DEFGRID3
* xyz 0 1
C 6.33 0.54 2.58
O 6.07 1.24 1.36
C 5.38 2.41 1.42
O 4.67 2.70 2.37
O 5.44 3.04 0.26
C 4.76 4.34 0.07
H 6.79 -0.42 2.25
H 5.43 0.24 3.17
H 7.03 0.99 3.25
H 3.99 4.15 -0.65
H 5.51 4.96 -0.39
H 4.51 4.64 1.05
C 2.43 -0.50 3.32
O 3.08 -1.70 3.18
C 2.33 -2.80 2.87
O 1.12 -2.90 2.87
O 3.18 -3.77 2.71
C 2.69 -5.11 2.44
H 1.85 -0.55 4.33
H 1.61 -0.34 2.61
H 3.15 0.33 3.29
H 2.30 -5.07 1.40
H 1.96 -5.45 3.17
H 3.58 -5.76 2.53
C 1.92 -5.13 -3.53
O 2.29 -4.79 -2.15
C 3.33 -3.95 -2.00
O 4.08 -3.59 -2.85
O 3.45 -3.70 -0.67
C 4.69 -3.02 -0.27
H 1.13 -5.83 -3.32
H 2.66 -5.71 -4.10
H 1.68 -4.27 -4.10
H 4.75 -3.24 0.85
H 4.53 -2.02 -0.54
H 5.51 -3.53 -0.80
C -4.05 -4.83 4.43
O -4.67 -4.51 3.17
C -4.04 -4.04 2.12
O -4.68 -3.83 1.09
O -2.77 -3.77 2.32
C -1.97 -3.30 1.20
H -4.87 -4.62 5.21
H -3.23 -4.19 4.59
H -3.67 -5.84 4.55
H -1.73 -4.12 0.57
H -1.05 -2.85 1.66
H -2.59 -2.56 0.68
C -1.91 1.85 -5.01
O -2.79 0.81 -4.62
C -2.37 -0.43 -4.62
O -1.21 -0.76 -4.73
O -3.42 -1.20 -4.31
C -3.02 -2.60 -4.11
H -0.99 1.93 -4.42
H -2.45 2.81 -4.97
H -1.55 1.66 -6.02
H -3.98 -3.18 -3.95
H -2.46 -2.65 -3.13
H -2.53 -3.00 -4.99
C -1.07 -0.11 2.91
O -0.53 0.81 3.87
C -1.09 2.08 3.79
C -0.90 2.76 2.42
O 0.45 2.84 2.13
C 1.13 3.76 2.89
H -0.73 0.13 1.92
H -2.18 0.00 2.91
H -0.77 -1.11 3.21
H -0.70 2.61 4.68
H -2.18 2.02 4.04
H -1.32 3.77 2.43
H -1.36 2.01 1.73
H 1.17 3.72 3.98
H 0.62 4.69 2.70
H 2.12 3.81 2.46
C 2.95 0.51 -0.46
O 1.79 0.42 -1.21
C 0.66 -0.22 -0.53
C -0.39 -0.45 -1.65
O -1.05 -1.74 -1.67
C -0.14 -2.80 -1.98
H 3.19 -0.44 0.01
H 2.82 1.27 0.34
H 3.78 0.84 -1.17
H 0.35 0.46 0.33
H 1.06 -1.21 -0.05
H 0.11 -0.31 -2.64
H -1.19 0.22 -1.44
H 0.33 -2.49 -2.92
H -0.74 -3.72 -2.13
H 0.67 -2.99 -1.26
C 1.78 3.75 -3.23
O 1.97 4.50 -2.02
C 1.24 4.03 -0.91
C 0.04 4.82 -0.51
O -0.85 4.87 -1.59
C -2.10 5.38 -1.26
H 2.41 4.10 -4.04
H 0.72 3.95 -3.52
H 1.97 2.70 -3.01
H 1.85 3.91 -0.05
H 0.98 2.95 -1.19
H 0.38 5.83 -0.30
H -0.48 4.45 0.39
H -2.76 5.37 -2.12
H -2.13 6.38 -0.84
H -2.61 4.68 -0.59
C -4.19 2.95 0.48
O -3.26 2.02 -0.07
C -3.75 1.51 -1.35
C -4.44 0.08 -1.43
O -5.76 0.17 -0.82
C -6.36 -1.06 -0.36
H -4.44 3.75 -0.25
H -3.71 3.50 1.31
H -5.06 2.46 0.89
H -2.91 1.57 -2.03
H -4.57 2.17 -1.70
H -3.85 -0.70 -1.05
H -4.52 -0.15 -2.49
H -7.03 -0.87 0.49
H -5.70 -1.82 0.02
H -6.88 -1.58 -1.20
*
```

E_LUMO ... 0.0204 Eh
Energy above the lowest of the compared OMol25 structures with the same formula, charge and spin ... 1.98 kcal per mole
Orbital gap ... 9.7974 eV

Atom charges from the Löwdin analysis, given in e for atoms 1 to 99: -0.0432 -0.0166 -0.5966 0.0842 -0.0083 0.0465 0.1017 0.0906 0.0818 0.0698 0.0965 0.0748 -0.0798 -0.0228 -0.5837 0.1105 -0.0182 0.0059 0.1380 0.0699 0.0869 0.0996 0.0903 0.1045 -0.0126 -0.0257 -0.6216 0.1404 -0.0485 0.0124 0.0913 0.1009 0.0769 0.1147 0.0553 0.1022 -0.0210 0.0106 -0.6247 0.0953 -0.0153 0.0109 0.1215 0.0651 0.0892 0.0842 0.0820 0.0929 -0.0275 -0.0053 -0.6314 0.1084 -0.0180 -0.0087 0.0878 0.1021 0.0975 0.1119 0.0823 0.0937 -0.0829 -0.1827 -0.2271 -0.2206 -0.1982 -0.1141 0.0476 0.1118 0.0741 0.1239 0.1305 0.1249 0.1147 0.0992 0.0847 0.0768 -0.1316 -0.2306 -0.1198 -0.1410 -0.2269 -0.0985 0.0633 0.0936 0.1251 0.1107 0.1397 0.1289 0.0978 0.0914 0.0980 0.0741 -0.0724 -0.1915 -0.2121 -0.1978 -0.1667 -0.1118 0.0848


Entry 3:
Formula: C3H4Br2O6S2
Source: the Open Molecules 2025 dataset
Level of theory: ωB97M-V/def2-TZVPD

Geometry as ORCA input:
```
! RIJCOSX wB97M-V def2-TZVPD def2/J DEFGRID3
* xyz -2 1
C 0.91 0.74 -1.02
C 0.65 0.25 0.17
C -3.44 -0.13 -0.52
O 1.78 -2.00 -0.62
O -1.70 0.59 1.29
O 2.55 -0.90 1.36
O 0.42 -1.95 1.57
O -1.89 -1.90 0.70
O -3.60 -0.80 2.04
S 1.37 -1.31 0.59
S -2.65 -0.48 1.04
Br -4.67 -1.69 -0.80
Br -4.46 1.36 0.25
H -0.93 -1.77 1.00
H 1.21 0.06 -1.77
H 1.03 1.86 -1.22
H 0.52 0.71 1.22
*
```

E_LUMO ... 0.1899 Eh
Energy above the lowest of the compared OMol25 structures with the same formula, charge and spin ... 46.80 kcal per mole
Orbital gap ... 6.3976 eV

Here is what natural (NBO) gives for the atomic charges, in e: -0.3997 -0.4597 -0.7073 -1.0137 -0.9767 -1.0375 -1.0050 -0.9222 -0.9960 2.3565 2.2654 -0.1401 -0.1160 0.5040 0.2110 0.1766 0.2603


Entry 4:
Formula: C6H18ClMnO6
Source: the Open Molecules 2025 dataset
Level of theory: ωB97M-V/def2-TZVPD

Geometry as ORCA input:
```
! RIJCOSX wB97M-V def2-TZVPD def2/J DEFGRID3
* xyz 0 7
Mn -1.68 3.29 0.10
Cl -1.63 0.85 -0.24
C -3.82 -3.13 1.75
C -3.21 -1.81 1.21
O -1.79 -1.99 1.12
O -3.10 -3.63 2.77
H -3.85 -3.76 0.86
H -4.86 -2.99 2.05
H -3.40 -0.92 1.82
H -3.53 -1.61 0.19
H -1.46 -1.23 0.63
H -2.24 -3.71 2.36
C 2.87 3.41 0.51
C 1.63 3.79 -0.33
O 0.52 3.12 0.04
O 3.12 1.97 0.35
H 2.70 3.62 1.56
H 3.75 3.90 0.09
H 1.81 3.55 -1.38
H 1.30 4.81 -0.11
H 0.70 2.20 -0.14
H 3.75 1.68 1.02
C 1.67 -1.18 -1.08
C 0.90 -1.79 -2.21
O -0.20 -1.07 -2.63
O 2.25 0.07 -1.48
H 2.40 -1.94 -0.77
H 1.12 -1.11 -0.14
H 0.49 -2.79 -2.04
H 1.47 -1.83 -3.13
H -0.26 -0.31 -2.04
H 2.58 0.54 -0.70
*
```

E_LUMO (spin up / spin down) ... 0.0011 / -0.0217 Eh
Orbital gap (spin up / spin down) ... 7.5023 / 8.8672 eV

Here is what natural (NBO) gives for the atomic charges, in e: 0.8649 -0.8554 -0.0727 -0.0911 -0.7741 -0.6933 0.1440 0.1719 0.1606 0.1708 0.4915 0.4783 -0.0896 -0.0875 -0.8040 -0.7681 0.1830 0.1898 0.1898 0.1987 0.5172 0.4904 -0.1094 -0.0886 -0.7234 -0.7463 0.1674 0.1700 0.1770 0.1729 0.4754 0.4899


Entry 5:
Formula: ClFeH4O2
Source: the Open Molecules 2025 dataset
Level of theory: ωB97M-V/def2-TZVPD

Geometry as ORCA input:
```
! RIJCOSX wB97M-V def2-TZVPD def2/J DEFGRID3
* xyz 0 6
Fe 3.29 -0.93 0.48
Cl 1.10 0.34 0.34
O -1.54 0.56 2.15
H -0.78 0.48 1.57
H -2.28 0.30 1.61
O -0.07 -0.08 -2.38
H -0.10 0.27 -1.49
H 0.37 -0.93 -2.29
*
```

E_LUMO (spin up / spin down) ... -0.0175 / -0.0909 Eh
Orbital gap (spin up / spin down) ... 8.5759 / 8.2406 eV

Here is what natural (NBO) gives for the atomic charges, in e: 0.8270 -0.8047 -0.9494 0.4765 0.4625 -0.9472 0.4784 0.4568


Entry 6:
Formula: C6H14NO
Source: the Open Molecules 2025 dataset
Level of theory: ωB97M-V/def2-TZVPD

Geometry as ORCA input:
```
! RIJCOSX wB97M-V def2-TZVPD def2/J DEFGRID3
* xyz 1 1
O -1.42 0.58 1.36
C -0.55 1.50 1.27
C 0.62 1.54 0.48
C 1.05 0.21 -0.04
C 2.57 0.24 -0.12
C 0.25 0.11 -1.37
C 0.69 -1.14 -2.27
N -3.59 -1.42 1.89
H -0.86 2.47 1.82
H 1.19 2.37 0.68
H 0.67 -0.60 0.56
H 3.04 0.49 0.85
H 2.92 0.93 -0.90
H 2.76 -0.80 -0.38
H 0.55 1.03 -1.95
H -0.77 0.26 -1.09
H 1.60 -0.77 -2.75
H -0.11 -0.99 -2.99
H 0.71 -2.10 -1.63
H -3.45 -2.00 2.84
H -4.53 -1.49 1.58
H -3.35 -0.42 2.15
*
```

E_LUMO ... -0.3190 Eh
Energy above the lowest of the compared OMol25 structures with the same formula, charge and spin ... 131.02 kcal per mole
Orbital gap ... 3.6672 eV

Here is what natural (NBO) gives for the atomic charges, in e: -0.3011 0.2246 0.3214 -0.3073 -0.6167 -0.3425 -0.5865 -1.0938 0.1856 0.2303 0.2930 0.2388 0.2310 0.2449 0.2109 0.2325 0.2337 0.2582 0.2464 0.3699 0.3679 0.3589


Entry 7:
Formula: C3H8N3S
Source: the Open Molecules 2025 dataset
Level of theory: ωB97M-V/def2-TZVPD

Geometry as ORCA input:
```
! RIJCOSX wB97M-V def2-TZVPD def2/J DEFGRID3
* xyz 1 3
C 0.39 0.06 1.10
C -0.86 -0.42 1.20
C 0.05 0.34 -1.22
N 0.98 0.12 -0.24
N 2.35 0.06 -0.50
N -1.82 -0.73 0.28
S -1.37 1.31 -1.38
H 0.87 0.41 2.05
H -1.27 -0.27 2.19
H 0.39 -0.01 -2.20
H 2.56 0.12 -1.46
H 3.02 -0.36 0.13
H -1.52 -1.51 -0.26
H -2.72 -1.06 0.63
H -1.05 1.94 -0.32
*
```

E_LUMO (spin up / spin down) ... -0.1017 / -0.2546 Eh
Energy above the lowest of the compared OMol25 structures with the same formula, charge and spin ... 41.99 kcal per mole
Orbital gap (spin up / spin down) ... 8.2360 / 6.2124 eV

Here is what natural (NBO) gives for the atomic charges, in e: -0.1643 0.0581 -0.3325 -0.0972 -0.4879 -0.7835 0.3347 0.2703 0.2230 0.2212 0.4079 0.4297 0.3943 0.4101 0.1161


Entry 8:
Formula: C4H13N3
Source: the Open Molecules 2025 dataset
Level of theory: ωB97M-V/def2-TZVPD

Geometry as ORCA input:
```
! RIJCOSX wB97M-V def2-TZVPD def2/J DEFGRID3
* xyz 2 1
C -0.70 -1.27 -1.79
C 0.74 -1.39 -1.20
C 1.18 -0.17 -0.30
N 0.17 0.46 0.55
N -0.45 -0.48 1.33
C 0.16 1.81 0.68
N -0.60 2.48 1.51
H -1.45 -1.36 -0.95
H -0.94 -0.43 -2.33
H -0.92 -2.00 -2.60
H 1.38 -1.46 -2.05
H 0.77 -2.31 -0.68
H 2.14 -0.51 0.29
H 1.49 0.73 -0.86
H -1.36 -0.28 1.82
H 0.11 -0.70 2.16
H -0.65 -1.38 0.83
H 0.87 2.41 0.06
H -0.56 3.54 1.44
H -1.39 2.30 2.08
*
```

E_LUMO ... -0.3237 Eh
Energy above the lowest of the compared OMol25 structures with the same formula, charge and spin ... 100.95 kcal per mole
Orbital gap ... 10.6545 eV

Here is what natural (NBO) gives for the atomic charges, in e: -0.6210 -0.4391 -0.2505 -0.2174 -0.5207 0.4149 -0.6889 0.1495 0.2342 0.2861 0.2822 0.2212 0.2555 0.2392 0.4716 0.4576 0.4959 0.2978 0.4775 0.4545


| no. | E_tot (hartree) |
| --- | --- |
| 1 | -4754.7719 |
| 2 | -2953.4439 |
| 3 | -6512.5172 |
| 4 | -2301.9502 |
| 5 | -1876.6961 |
| 6 | -366.5584 |
| 7 | -681.1126 |
| 8 | -323.7321 |